(1)
Density functional theory data (ωB97M-V with the def2-TZVPD basis set) for the molecule C3H3NO.

Each line ends with the Mulliken charge.
Atoms and positions in Å:
C (0.1246, 0.9618, 0.0242)  -0.11
C (0.7657, 0.0966, 0.8962)  -0.28
O (0.1171, -1.1273, 0.6406)  -0.18
C (-0.7938, -0.8688, -0.2897)  0.10
N (-0.8325, 0.3523, -0.7410)  -0.50
H (0.4242, 1.9996, -0.0782)  0.39
H (1.6129, 0.2759, 0.1605)  0.21
H (-1.4182, -1.6901, -0.6125)  0.38

The value obtained for the LUMO energy is 0.0202 Ha. Its HOMO-LUMO gap is 10.108 eV.


(2)
Density functional theory data (ωB97M-V with the def2-TZVPD basis set) for a cluster of 3 separate species, C3H8N2O2 in total.

Each line ends with the Mulliken charge.
Atoms and positions in Å:
C (0.8918, 0.5344, 0.4360)  -0.20
C (2.1730, 0.9700, 0.0750)  -0.31
N (3.1861, 0.2350, 0.7258)  -0.07
C (2.4844, -0.5924, 1.5466)  -0.24
N (1.1204, -0.4891, 1.3582)  -0.41
H (0.0435, 1.1541, 0.5150)  0.38
H (2.3864, 1.5668, -0.9085)  0.27
H (4.1512, 0.2245, 0.3907)  0.26
H (2.7578, -1.6259, 1.9632)  0.32
O (-1.4085, -2.0105, 1.3848)  -0.60
H (-2.0394, -1.6460, 0.8980)  0.28
H (-0.6598, -1.7689, 0.8257)  0.32
O (-5.2263, 1.2546, -2.7705)  -0.62
H (-4.4369, 1.6512, -3.1574)  0.32
H (-5.4236, 0.5422, -3.2827)  0.30

The value obtained for the LUMO energy is 0.0258 Ha. Its HOMO-LUMO gap is 9.747 eV.


(3)
Density functional theory data (ωB97M-V with the def2-TZVPD basis set) for a structure of composition C36H49N5P2PdSi.

Each line ends with the Mulliken charge.
Atoms and positions in Å:
Pd (-0.0270, -0.9832, -1.9874)  -0.38
C (1.0242, 0.5779, -3.9162)  -0.64
C (0.2858, 1.5468, -3.3837)  0.17
C (-0.8099, 2.3021, -4.0781)  -0.94
C (-1.7751, 1.3608, -4.8627)  -0.88
C (-2.0504, 0.0497, -4.1483)  -0.94
C (-1.2106, -1.0084, -3.9278)  -0.20
C (-0.0205, -1.4198, -4.7743)  -0.37
C (0.7384, -0.1305, -5.1745)  -0.82
C (-0.4597, -1.6943, 0.2485)  -0.61
H (1.9492, 0.3153, -3.4048)  0.51
H (0.6370, 1.9194, -2.4117)  0.46
H (-0.3881, 3.0069, -4.8225)  0.41
H (-1.4142, 2.9044, -3.3650)  0.21
H (-2.7607, 1.8759, -4.9080)  0.46
H (-1.4313, 1.2701, -5.9266)  0.33
H (-3.1103, -0.0132, -3.8288)  0.21
H (-1.6134, -1.8714, -3.3766)  0.95
H (-0.3312, -1.9837, -5.6846)  0.46
H (0.5923, -2.0722, -4.1016)  0.17
H (1.6507, -0.3844, -5.7374)  0.46
H (0.0766, 0.4530, -5.8316)  0.23
H (0.5610, -1.9732, 0.5852)  -0.74
H (-1.1558, -2.5450, 0.3502)  0.50
H (-0.7445, -0.9059, 0.9750)  0.18
P (-2.0657, -0.2843, -0.6449)  0.57
P (1.1474, 1.1953, 0.1279)  1.01
N (-3.2383, -1.6635, -1.4686)  0.63
N (-3.3105, 0.0879, 0.6583)  0.74
N (2.6231, 0.9204, -1.0004)  0.77
N (1.9632, 2.4553, 0.9674)  0.65
C (-1.6556, 1.4244, -1.1561)  1.25
C (-0.3834, 2.0948, -0.5177)  -1.89
C (-2.4723, -2.8111, -1.7453)  -0.83
C (-3.0717, -3.5724, -2.7377)  -0.06
C (-4.3180, -2.9399, -3.0195)  -0.71
C (-4.4047, -1.7891, -2.2316)  -0.72
C (-3.8360, -0.8762, 1.5280)  -0.43
C (-4.8428, -0.2897, 2.2945)  -0.75
C (-4.8463, 1.1186, 1.9772)  -0.85
C (-3.8515, 1.3232, 1.0410)  -0.37
C (2.8215, -0.4148, -1.4260)  -0.69
C (3.8588, -0.4600, -2.3511)  -0.83
C (4.3690, 0.8864, -2.4909)  -0.63
C (3.6186, 1.7042, -1.6270)  -0.13
C (2.6388, 3.6658, 0.7349)  -0.42
C (3.0221, 4.2316, 1.9483)  -0.95
C (2.5572, 3.3523, 2.9899)  -0.79
C (1.9352, 2.2732, 2.3743)  -0.79
H (-2.5248, 2.0510, -0.9060)  1.11
H (-1.6386, 1.3386, -2.2598)  -2.34
H (0.0856, 2.8337, -1.1777)  1.01
H (-0.7011, 2.5954, 0.4093)  0.58
H (-1.5269, -3.0221, -1.2501)  0.20
H (-2.5968, -4.4399, -3.2220)  0.44
H (-5.0550, -3.3065, -3.7298)  0.42
H (-5.2666, -1.1163, -2.0680)  0.46
H (-3.4506, -1.8837, 1.4972)  0.37
H (-5.5679, -0.8211, 2.8968)  0.48
H (-5.5834, 1.8457, 2.3009)  0.45
H (-3.5132, 2.2555, 0.5790)  0.32
H (2.3557, -1.2163, -0.8525)  0.15
H (4.1899, -1.3611, -2.8867)  0.44
H (5.1923, 1.2276, -3.1241)  0.43
H (3.8612, 2.7367, -1.2950)  0.13
H (2.8159, 4.0343, -0.2560)  0.59
H (3.5703, 5.1435, 2.1012)  0.45
H (2.6487, 3.4660, 4.0530)  0.49
H (1.5028, 1.3798, 2.7816)  0.67
C (2.7945, -3.1060, 1.5357)  -1.20
Si (2.4646, -2.0207, 3.0661)  0.19
C (2.4346, -3.2305, 4.4765)  -1.20
C (3.8229, -0.7343, 3.1927)  -0.85
N (0.9519, -1.1489, 3.1374)  0.15
C (0.3106, -0.4054, 4.0363)  -0.41
C (-0.9940, 0.1971, 3.7523)  0.65
C (-1.7200, 0.9063, 4.7138)  -0.73
C (-1.1020, 1.2172, 5.9399)  -0.29
C (0.1572, 0.7173, 6.2450)  -1.10
C (0.8266, -0.0811, 5.3436)  0.44
H (3.4437, -3.9553, 1.8026)  0.44
H (3.3268, -2.5503, 0.7573)  0.25
H (1.8998, -3.5378, 1.0828)  0.42
H (3.1022, -4.0619, 4.2605)  0.35
H (2.7433, -2.7594, 5.4056)  0.34
H (1.4268, -3.6126, 4.6222)  0.33
H (3.6152, 0.1226, 2.5363)  0.21
H (3.8603, -0.3421, 4.2175)  0.28
H (4.8065, -1.1555, 2.9319)  0.43
H (-1.3854, 0.0201, 2.7338)  0.05
H (-2.7421, 1.2091, 4.4372)  0.37
H (-1.6740, 1.8215, 6.6216)  0.41
H (0.5715, 1.0006, 7.1962)  0.41
H (1.7901, -0.4802, 5.6321)  0.22

The value obtained for the LUMO energy (spin up / spin down) is -0.0013 / -0.0511 Ha. The spin multiplicity is 3. The expectation value of S² is 2.063. Its HOMO-LUMO gap (spin up / spin down) is 5.881 / 5.899 eV.


(4)
Density functional theory data (ωB97M-V with the def2-TZVPD basis set) for a structure of composition C10H11BN2O2.

Each line ends with the Mulliken charge.
Atoms and positions in Å:
B (0.3384, 2.1350, -0.1755)  0.61
C (-2.7219, 0.9448, -0.0758)  -0.53
C (-0.1703, -1.5907, 0.5823)  -0.78
C (-3.8385, 0.1449, 0.0448)  -0.41
C (-2.6396, -1.8555, 0.1695)  -0.61
C (-1.4734, -1.0650, 0.3934)  0.89
C (-1.4526, 0.3688, 0.1852)  0.69
C (0.7965, -0.7130, 0.4644)  -0.45
C (2.9056, -0.3483, -0.7370)  -0.26
C (3.1543, -1.5594, -0.0352)  -0.73
C (2.2005, -0.5344, 0.5154)  0.05
N (-3.8022, -1.2362, 0.0709)  -0.61
N (-0.1932, 0.8590, 0.2038)  -0.22
O (-0.4326, 2.9907, -0.9606)  -0.57
O (1.5323, 2.4535, 0.3373)  -0.49
H (-2.6929, 2.0656, -0.2310)  0.30
H (0.0548, -2.5621, 0.8267)  0.60
H (-4.8984, 0.5356, 0.0918)  0.34
H (-2.7038, -2.9366, 0.2779)  0.35
H (3.7908, 0.3697, -0.8957)  0.20
H (2.1278, -0.2056, -1.5852)  0.22
H (2.8350, -2.5125, -0.3820)  0.27
H (4.0351, -1.7103, 0.5216)  0.24
H (2.6493, 0.0984, 1.3472)  0.33
H (-1.1986, 2.5072, -1.1022)  0.27
H (1.7976, 3.3566, 0.1481)  0.30

The value obtained for the LUMO energy is 0.0171 Ha. Its HOMO-LUMO gap is 8.778 eV.


(5)
Density functional theory data (ωB97M-V with the def2-TZVPD basis set) for a cluster of 2 separate species, C2H4N2O5 in total.

Each line ends with the Mulliken charge.
Atoms and positions in Å:
C (-2.0598, 0.2575, 0.8774)  -0.80
C (-0.9824, 0.3494, -0.1519)  0.45
N (-0.0123, -0.6960, -0.2145)  0.68
N (3.1818, 0.8504, -1.1399)  0.78
O (1.0709, -0.6354, -0.8575)  -0.54
O (-0.2664, -1.9001, 0.4636)  -0.45
O (2.7017, 0.6598, -0.1033)  -0.32
O (3.8584, 1.7476, -1.4994)  -0.45
O (-0.7644, 1.2737, -0.9087)  -0.52
H (-2.7987, -0.5887, 0.4700)  0.26
H (-2.6773, 1.2984, 0.8409)  0.27
H (-1.6550, -0.0447, 1.9473)  0.28
H (0.4036, -2.5721, 0.2760)  0.35

The value obtained for the LUMO energy (spin up / spin down) is -0.0298 / -0.0524 Ha. Its HOMO-LUMO gap (spin up / spin down) is 9.414 / 7.477 eV.


(6)
Density functional theory data (ωB97M-V with the def2-TZVPD basis set) for a cluster of 2 separate species, C5H15NO in total.

Each line ends with the Mulliken charge.
Atoms and positions in Å:
C (0.8657, 1.6172, -1.6735)  -0.89
C (1.5796, 1.6547, -0.2929)  -0.77
N (0.9473, 0.8189, 0.7411)  0.01
C (1.1405, -0.6642, 0.6343)  -0.93
C (-0.3600, 1.2704, 1.2187)  -0.37
C (-1.5118, 0.5927, 0.5697)  -1.15
H (-0.1016, 2.1411, -1.4789)  0.21
H (0.7580, 0.6368, -2.1078)  0.27
H (1.3566, 2.2773, -2.3890)  0.39
H (2.5555, 1.3686, -0.3581)  0.44
H (1.5158, 2.6981, 0.0115)  0.33
H (1.0293, -1.2021, 1.5263)  0.29
H (0.4120, -1.0018, -0.1255)  0.32
H (2.1133, -0.7533, 0.2387)  0.31
H (-0.5647, 1.2071, 2.3625)  0.24
H (-0.3094, 2.4688, 1.1411)  0.30
H (-2.3879, 1.3246, 0.4071)  0.28
H (-1.4793, 0.0313, -0.3299)  0.39
H (-2.0467, -0.2174, 1.2351)  0.31
O (-1.9048, -5.6784, -0.7581)  -0.65
H (-1.0967, -5.1017, -0.5706)  0.33
H (-2.5111, -5.4887, -0.0016)  0.33

The value obtained for the LUMO energy is 0.0202 Ha. Its HOMO-LUMO gap is 8.519 eV.